{
  "formula": "C14H28BrI2N3O",
  "method": "ωB97M-V/def2-TZVPD",
  "lumo_energy_ev": -1.35,
  "max_force_ev_per_a": 4.7,
  "symbols": ["C", "C", "C", "C", "C", "C", "C", "I", "C", "C", "I", "N", "C", "N", "N", "C", "C", "C", "O", "C", "H", "H", "H", "H", "H", "H", "H", "H", "H", "H", "H", "H", "H", "H", "H", "H", "H", "H", "H", "H", "H", "H", "H", "H", "H", "H", "H", "H", "Br"],
  "positions_angstrom": [[0.79327, 0.87433, 2.54435], [0.76441, -0.67489, 2.48288], [-0.51381, -1.30272, 1.83778], [-1.75028, -0.67043, 2.53416], [-0.55528, -1.27087, 0.27304], [-1.84161, -0.92501, -0.51411], [-2.51963, 0.46263, -0.42383], [-1.18732, 2.15453, -0.44387], [-3.56253, 0.71231, -1.58078], [-4.64730, 1.66904, -0.97642], [-4.65226, -1.10221, -2.10876], [-1.26951, -1.04561, -1.89278], [0.11624, -0.78259, -1.78474], [0.80010, -0.60496, -2.89615], [0.60040, -0.69452, -0.47751], [1.75598, -1.66532, -0.53851], [3.16647, -1.00736, -0.61945], [3.20238, 0.52661, -0.46400], [3.47395, 1.10028, -1.74302], [3.65922, 2.51030, -1.63304], [1.72497, 1.15761, 3.04594], [0.83052, 1.35951, 1.53622], [-0.02690, 1.27798, 3.22707], [0.77618, -1.02342, 3.52672], [1.72164, -1.01769, 2.03976], [-0.50851, -2.36864, 2.14057], [-2.66814, -1.19302, 2.20325], [-1.60859, -0.68305, 3.62573], [-1.85625, 0.39354, 2.25378], [-0.43045, -2.35590, 0.02253], [-2.52126, -1.73381, -0.20786], [-3.10350, 0.52180, 0.50512], [-3.09932, 1.19436, -2.45063], [-4.17687, 2.58254, -0.58016], [-5.09132, 1.11943, -0.12513], [-5.45708, 1.86900, -1.69344], [-1.30800, -2.06015, -2.04961], [1.70689, -1.02546, -3.06007], [0.40302, -0.03683, -3.63540], [1.65662, -2.42440, -1.34577], [1.71855, -2.25341, 0.39185], [3.69026, -1.28420, -1.55333], [3.78361, -1.43512, 0.19041], [4.08371, 0.76497, 0.17361], [2.33016, 0.97006, 0.04866], [4.59714, 2.78729, -1.12046], [3.69113, 2.91215, -2.65735], [2.76392, 2.91221, -1.11510], [0.54498, 0.80913, 5.08785]],
  "forces_ev_per_a": [[-0.1, 0.3, -1.8], [0.0, 0.4, -0.4], [0.5, 0.8, 0.7], [0.1, 0.2, -0.8], [0.0, -1.6, 1.5], [1.7, 1.3, 0.5], [-1.0, -0.8, -0.5], [-0.2, -0.2, 0.0], [-0.4, 1.0, 1.4], [0.2, -0.9, 0.0], [0.3, 0.4, -0.2], [0.6, -0.3, 0.6], [-1.5, 1.3, 1.8], [0.5, -0.4, -0.6], [-0.9, -2.0, -3.1], [1.7, -0.3, 1.0], [-0.1, 0.2, 0.3], [1.5, -0.1, 0.2], [-0.3, 0.2, 0.2], [-0.7, -0.1, -0.4], [-0.3, 0.0, -0.4], [-0.2, -0.5, 0.2], [1.0, -0.3, -2.1], [0.0, 0.2, -0.4], [-0.5, -0.1, 0.0], [0.0, 0.4, -0.4], [0.2, 0.1, 0.5], [-0.2, -0.2, -0.4], [0.1, -0.4, 0.2], [-0.4, 0.4, 0.1], [-0.2, 0.5, -0.8], [0.5, 0.0, -0.2], [-0.2, -0.7, 0.0], [-0.2, -0.2, -0.4], [0.0, 0.4, -0.3], [0.4, 0.2, 0.2], [-0.1, 0.3, -1.1], [0.2, 0.8, 0.4], [-0.3, -0.7, 0.0], [-0.3, 0.5, 0.3], [-0.2, 0.4, -0.4], [-0.3, 0.3, 0.3], [-0.4, 0.1, -0.3], [-0.5, -0.1, -0.1], [0.1, -0.3, -0.4], [-0.4, -0.2, 0.0], [0.0, -0.1, 0.4], [0.6, 0.2, -0.1], [-0.3, -0.2, 4.7]],
  "mulliken_charge": [-1.154, -0.887, 0.604, -1.773, -0.841, -0.483, -1.258, 0.164, -0.214, -1.274, 0.047, -0.198, -0.177, -0.189, 1.137, -1.365, -1.171, -0.106, -0.393, -0.673, 0.517, -0.308, 0.346, 0.871, 0.084, 0.458, 0.404, 0.488, 0.259, 0.349, 0.704, 0.661, 0.465, 0.331, 0.429, 0.422, 0.416, 0.232, 0.301, 0.619, 0.692, 0.515, 0.401, 0.506, 0.027, 0.277, 0.252, 0.258, -0.771]
}